{
  "formula": "C18H29O9S2",
  "method": "ωB97M-V/def2-TZVPD",
  "symbols": ["C", "C", "S", "O", "S", "H", "H", "H", "H", "H", "O", "C", "O", "C", "C", "C", "H", "H", "H", "H", "H", "H", "O", "C", "O", "C", "C", "C", "H", "H", "H", "H", "H", "H", "O", "C", "O", "C", "C", "C", "H", "H", "H", "H", "H", "H", "O", "C", "O", "C", "C", "C", "H", "H", "H", "H", "H", "H"],
  "positions_angstrom": [[-2.1759, -1.4340, -0.6043], [-1.6694, -0.2179, -0.6506], [-0.6707, 0.1902, -2.1215], [-1.6573, 0.0896, -3.4160], [0.6833, -1.3946, -2.2625], [-2.7420, -1.8187, 0.2502], [-2.0493, -2.1230, -1.4504], [-1.7861, 0.5227, 0.1437], [-2.5479, -0.1401, -3.0799], [-0.0876, -2.4139, -2.7534], [0.5174, -0.7137, 2.7597], [1.6079, -0.9220, 2.2970], [2.2716, -2.0907, 2.4360], [3.5886, -1.9739, 1.8569], [3.4771, -0.8284, 0.8690], [2.4434, 0.0680, 1.5249], [4.3049, -1.7688, 2.6548], [3.8596, -2.9114, 1.3760], [4.4262, -0.3326, 0.6730], [3.0883, -1.2005, -0.0825], [2.8982, 0.7730, 2.2209], [1.8392, 0.5942, 0.7919], [-2.6079, -4.0548, 3.2813], [-2.6373, -3.3998, 4.2858], [-3.3171, -3.7656, 5.3980], [-3.2449, -2.7161, 6.3794], [-2.0145, -1.9081, 6.0071], [-1.9834, -2.0528, 4.4921], [-4.1630, -2.1262, 6.3246], [-3.1670, -3.1528, 7.3730], [-2.0557, -0.8760, 6.3526], [-1.1236, -2.3701, 6.4370], [-2.5857, -1.2884, 3.9963], [-0.9681, -2.0479, 4.1057], [1.4962, 3.1167, -0.8212], [1.0238, 3.3452, 0.2591], [1.5808, 2.9519, 1.4284], [0.7014, 3.2870, 2.5214], [-0.1779, 4.4058, 1.9975], [-0.2856, 4.0613, 0.5206], [0.1284, 2.3957, 2.7911], [1.2931, 3.5977, 3.3799], [-1.1377, 4.4732, 2.5068], [0.3315, 5.3640, 2.1141], [-1.1114, 3.3736, 0.3223], [-0.3728, 4.9497, -0.0998], [1.8788, 0.5195, -9.3211], [1.3360, 0.3564, -8.2734], [1.7212, -0.5849, -7.3626], [0.8042, -0.5966, -6.2648], [0.1364, 0.7627, -6.2790], [0.1172, 1.0974, -7.7645], [0.0878, -1.4096, -6.4179], [1.3498, -0.7746, -5.3381], [-0.8485, 0.7587, -5.8137], [0.7583, 1.4874, -5.7472], [-0.7695, 0.7010, -8.2617], [0.2075, 2.1657, -7.9419]],
  "atomic_forces_ev_per_a": [[-0.4196, -0.7593, -0.0722], [-0.0588, -0.0733, -0.5511], [0.1967, -0.1597, 0.3535], [-0.0290, -0.1401, 1.2265], [-0.1438, 0.1385, -0.4503], [0.1675, 0.2651, -0.2641], [-0.0261, 0.1039, 0.5051], [0.3835, 0.0613, -0.5292], [0.0973, -0.0490, -0.3662], [-0.0827, 0.5716, 0.3472], [-0.0341, -0.3202, -0.0950], [-0.0154, 0.2825, 0.2650], [-0.2447, 0.1837, -0.0280], [0.2580, -0.0808, -0.0988], [0.2433, 0.1491, -0.2258], [0.2144, -0.4552, -0.4084], [-0.0744, 0.0110, 0.0244], [-0.1714, -0.0888, 0.1770], [0.0047, -0.0764, 0.0282], [0.0695, -0.0214, 0.0143], [-0.1452, 0.0969, -0.0436], [-0.0253, 0.2321, 0.2482], [-0.1443, -0.1346, 0.1592], [-0.0801, 0.1366, -0.4167], [0.1399, -0.0282, -0.1670], [-0.0093, 0.1286, 0.2865], [0.1145, 0.2352, 0.0260], [0.2708, -0.0878, 0.5697], [0.0069, -0.0304, -0.0346], [-0.1126, -0.1784, -0.1156], [-0.0722, -0.0471, 0.0302], [-0.0411, 0.0128, 0.0029], [0.0511, -0.0289, -0.0852], [-0.1602, 0.0672, -0.3100], [0.1816, -0.3532, 0.3042], [-0.2790, 0.0440, -0.3480], [-0.0712, 0.2561, -0.3219], [-0.1274, 0.0353, 0.4115], [-0.2199, 0.1797, 0.0518], [0.1800, 0.3392, 0.4217], [0.0629, -0.0329, -0.0458], [0.1642, -0.1435, -0.1153], [0.0550, -0.0585, 0.0380], [-0.0172, -0.0377, 0.0083], [-0.0041, 0.0467, -0.1112], [-0.0745, -0.2190, -0.2420], [0.2142, -0.1975, 0.2190], [-0.1918, 0.1559, -0.5697], [0.0083, 0.0830, 0.0523], [-0.0042, -0.1689, 0.1418], [-0.2728, 0.2983, 0.1121], [0.1047, 0.0577, 0.5942], [0.0094, -0.0004, -0.0136], [0.1636, -0.1186, -0.1500], [0.0113, -0.0403, -0.0386], [-0.0101, -0.0293, -0.0118], [0.0427, 0.0702, -0.0935], [-0.0535, -0.0830, -0.2960]],
  "lowdin_charge": [0.013, -0.333, 0.799, -0.331, 0.583, 0.107, 0.072, 0.096, 0.097, -0.099, 0.098, -0.477, 0.043, -0.136, -0.148, -0.081, 0.133, 0.129, 0.126, 0.093, 0.140, 0.103, 0.106, -0.489, 0.034, -0.153, -0.155, -0.088, 0.127, 0.127, 0.117, 0.122, 0.129, 0.098, 0.105, -0.494, 0.002, -0.141, -0.148, -0.075, 0.125, 0.133, 0.122, 0.126, 0.119, 0.132, 0.147, -0.476, 0.032, -0.182, -0.172, -0.067, 0.129, 0.098, 0.094, 0.124, 0.135, 0.130],
  "lumo_ev": -5.12,
  "molar_mass_g_mol": 453.6,
  "multiplicity": 1,
  "charge": 1,
  "e_tot_ev": -59225.9109,
  "gap_ha": 0.254
}

{
  "formula": "C48H58Cl2CoN2O3Si4Te",
  "method": "ωB97M-V/def2-TZVPD",
  "symbols": ["Co", "C", "C", "C", "C", "C", "O", "C", "C", "C", "C", "C", "C", "C", "O", "C", "C", "C", "N", "C", "C", "Te", "C", "C", "C", "C", "C", "C", "C", "C", "C", "C", "C", "C", "H", "H", "H", "H", "H", "H", "H", "H", "H", "H", "H", "H", "H", "H", "H", "H", "H", "H", "H", "H", "H", "H", "H", "H", "Cl", "C", "C", "C", "Cl", "C", "C", "C", "C", "N", "C", "C", "O", "H", "H", "H", "H", "C", "H", "H", "H", "C", "Si", "C", "C", "Si", "Si", "C", "C", "C", "Si", "C", "C", "C", "H", "H", "H", "H", "H", "H", "H", "H", "H", "H", "H", "H", "H", "H", "H", "H", "H", "H", "H", "H", "H", "H", "H", "H", "H", "H", "H"],
  "positions_angstrom": [[0.8804, 0.5310, 0.9328], [-1.4739, -4.7200, 3.0955], [-0.5615, -3.5130, 2.7962], [-0.9479, -2.3130, 3.4031], [-0.2653, -1.1462, 3.1083], [-0.7245, 0.1997, 3.4769], [-0.0529, 1.2732, 2.8955], [-2.0018, 0.5902, 4.0833], [-2.6527, 1.7078, 3.5225], [-3.7649, 2.3129, 4.0308], [-4.2901, 1.8490, 5.2500], [-3.7014, 0.7086, 5.8360], [-2.5467, 0.0773, 5.2967], [0.7955, -1.1441, 2.1503], [-0.9033, 0.2419, 0.1853], [1.1469, -2.3929, 1.5218], [0.5120, -3.5554, 1.8468], [1.9149, -2.1965, 0.2324], [2.0496, -0.9871, -0.1665], [2.6747, -0.6988, -1.5027], [3.3463, 0.6525, -1.4767], [4.6190, 1.1710, -3.1355], [6.1484, -0.1812, -2.4704], [6.6004, -0.1200, -1.1562], [7.6990, -0.8932, -0.7345], [8.3811, -1.7037, -1.6280], [7.8675, -1.9145, -2.9149], [6.7764, -1.1080, -3.3395], [2.2783, -3.4010, -0.5745], [1.7282, -3.6978, -1.8747], [1.7552, -4.9461, -2.4017], [2.4119, -5.9701, -1.7963], [2.9934, -5.7498, -0.6005], [2.8361, -4.5069, 0.0736], [-1.7047, -4.8985, 4.1412], [-0.9391, -5.6347, 2.7702], [-2.3155, -4.6092, 2.4105], [-1.8626, -2.3590, 4.0228], [-2.1782, 2.1559, 2.6311], [-4.3144, 3.1101, 3.5588], [-5.1329, 2.3734, 5.7441], [-4.1212, 0.3984, 6.8239], [-2.2305, -0.8337, 5.7928], [0.6442, -4.4840, 1.3622], [1.8185, -0.5986, -2.1692], [3.2795, -1.5087, -1.8526], [3.9037, 0.7252, -0.5450], [2.5677, 1.4585, -1.5122], [6.1301, 0.4731, -0.4189], [7.9939, -0.7557, 0.3053], [9.3053, -2.2154, -1.3074], [8.2939, -2.7242, -3.5834], [6.4129, -1.1925, -4.3238], [1.1498, -2.9278, -2.4359], [1.2969, -5.1496, -3.3661], [2.5821, -6.9261, -2.2400], [3.4573, -6.6543, -0.1632], [3.1276, -4.4660, 1.1342], [0.8984, 4.8693, -1.9186], [1.9367, 4.4192, -0.5728], [2.8279, 5.3389, -0.0644], [3.7069, 5.0792, 0.9444], [4.8969, 6.2010, 1.4820], [3.7156, 3.7594, 1.5131], [4.5725, 3.3402, 2.4850], [4.5678, 2.0430, 2.9226], [3.5732, 1.1545, 2.3458], [2.7213, 1.5468, 1.4599], [2.7298, 2.8445, 1.0386], [1.7620, 3.1599, 0.0180], [0.8887, 2.3497, -0.3027], [2.8369, 6.3042, -0.5206], [5.2482, 4.0775, 2.8486], [5.2741, 1.6107, 3.7308], [3.4769, 0.1265, 2.7963], [-1.5747, 1.6321, -3.2332], [-0.6878, 1.2702, -2.7625], [-1.6251, 2.6928, -3.3094], [-1.5384, 1.1154, -4.2210], [0.4253, 2.3191, 3.7105], [-2.1722, -0.5116, -0.3980], [-1.7377, -2.2892, -0.9889], [-3.7802, -0.8706, 0.6379], [-3.0500, 0.8240, -2.1583], [-3.9522, 2.7049, -1.0276], [-4.7350, 4.0102, -2.0694], [-2.3444, 3.3548, -0.2107], [-5.0907, 2.2993, 0.3789], [-4.3862, -0.3633, -3.6795], [-3.0083, -1.5186, -4.1826], [-4.9205, 0.5392, -5.3187], [-5.8758, -1.3449, -3.1633], [-0.3516, 2.7717, 4.2866], [0.8351, 3.1089, 3.0774], [1.2094, 1.9537, 4.3222], [-1.1077, -2.7672, -0.2705], [-1.2996, -2.3573, -1.9714], [-2.6307, -2.8886, -1.1559], [-3.6534, -1.5027, 1.5474], [-4.4675, -1.3416, -0.0412], [-4.3132, 0.0301, 0.9884], [-4.1085, 4.5195, -2.8101], [-4.9746, 4.8372, -1.3156], [-5.6734, 3.6836, -2.4992], [-1.6886, 3.7903, -0.9987], [-1.7599, 2.5253, 0.1657], [-2.5696, 4.1330, 0.4884], [-5.9408, 1.6939, 0.0259], [-5.5085, 3.1443, 0.9306], [-4.5751, 1.7408, 1.2092], [-1.9765, -1.1468, -4.2136], [-3.2098, -2.0730, -5.1002], [-2.9816, -2.3233, -3.4607], [-4.0645, 1.1239, -5.6440], [-5.7934, 1.1836, -5.2265], [-5.1370, -0.2818, -6.0188], [-5.5864, -2.1742, -2.5125], [-6.3083, -1.8834, -4.0390], [-6.6361, -0.8007, -2.7185]],
  "atomic_forces_ev_per_a": [[0.2927, -0.2504, -0.3360], [1.8206, -0.3660, -1.5058], [-0.0238, 0.0569, 0.5534], [-0.4535, -1.3602, 0.0048], [0.8837, 1.9202, -0.7486], [-0.2296, -0.3181, 0.2674], [-0.2107, -0.7208, -0.6040], [0.0689, 0.0384, 1.1387], [1.0992, 0.5256, -1.3766], [-1.0883, -0.4355, 1.5405], [0.2989, -0.6024, 0.1369], [0.1248, 0.4808, 0.5246], [-1.6186, 0.5717, -0.5414], [-0.2640, -1.1222, -0.2172], [-0.4994, -0.0925, 0.1148], [0.0681, 2.6326, -0.1106], [-2.2514, -0.2682, 1.9200], [-0.2023, 0.2594, -0.0087], [0.7651, 0.0374, -1.1732], [-1.5724, 0.2121, 0.6649], [-0.4504, 0.8471, 0.0286], [0.1575, -0.8574, 0.5894], [0.6244, -0.4041, -0.4729], [0.8736, -1.2239, -0.4125], [-0.5593, 0.9176, -0.2233], [0.3168, -0.8051, -0.0124], [-0.3928, 0.2846, -0.4442], [0.6998, -0.0903, 1.5958], [-0.8368, -1.8687, -0.4385], [-0.6068, 2.3835, 0.9604], [-0.5400, -0.0499, -1.8887], [0.7547, -0.5024, -0.1011], [0.3984, -0.0163, 2.0876], [0.6541, -0.6983, 0.0158], [-0.3629, 0.4791, 0.0190], [-0.2864, 0.2711, 0.0563], [-0.4544, -0.2273, 0.5337], [0.5951, 0.2840, -0.2737], [-0.4340, -0.4653, 0.3276], [0.3988, 0.2987, -0.4001], [0.5841, -0.5399, -0.4222], [0.5080, -0.0680, -0.9882], [0.4935, 0.2092, -0.1462], [0.3847, -0.8607, -0.6230], [-0.0537, -0.2092, -0.3298], [0.6619, -0.4554, -0.1363], [0.2012, 0.3661, -0.2094], [0.7185, -0.7736, 0.2597], [-0.5039, 0.7675, 0.4989], [0.2435, -0.2514, -0.2801], [-0.6806, 0.1369, -0.1621], [-0.4711, 1.3330, 0.7797], [-0.3926, -0.2240, -1.0743], [0.6416, -0.4812, 0.6720], [-0.1012, 0.2934, 0.0784], [-0.3642, -0.4733, -0.4771], [-0.0383, 1.0085, 0.2925], [0.0145, 0.2667, -0.6184], [0.3272, -0.1179, 0.3937], [-0.5600, -0.1399, -0.0500], [0.4600, 0.7653, -0.2183], [-0.1649, -1.7005, 0.4765], [0.1723, 0.6184, 0.0024], [-2.1665, 1.0243, -2.0200], [1.3309, -1.0801, 1.3172], [-0.0748, -1.5761, 0.5918], [1.5732, -0.4110, 2.2674], [-0.9123, 0.7784, -0.1122], [1.2896, -0.1684, 0.2594], [0.7268, 1.2776, 0.1003], [-1.3483, -1.7214, -0.2692], [0.0862, 0.5640, -0.2306], [0.6272, 0.2154, 0.4746], [-1.2696, 1.0089, -1.5111], [-0.0100, 0.9538, -0.9351], [-1.3474, -2.3523, -0.3853], [0.8417, 0.2979, 0.6843], [0.1045, 0.7263, -0.1188], [-0.2858, 0.7223, 0.3336], [-0.0163, 0.4003, -0.6544], [-0.4660, -0.8606, -0.1255], [-0.8356, 0.6440, -0.5596], [0.7022, 0.7835, 1.0700], [-0.0021, 1.0435, -0.1359], [1.9562, -0.6346, 0.3828], [-0.3086, 1.9281, 0.9612], [-0.2122, 0.0736, -1.9923], [-0.4831, -0.7270, 1.2921], [0.4502, 1.1264, -0.8566], [0.1482, -1.0918, -0.4553], [0.2930, -0.6490, 0.9889], [1.0564, -2.2416, -1.1830], [-0.6584, 0.1406, 0.6106], [-0.0724, -0.2490, -0.2658], [0.7937, -0.3497, 0.8804], [0.4782, -0.4298, 0.5621], [0.7680, 0.3245, -0.3213], [-0.3923, -0.1285, 0.4830], [0.1226, 0.1560, -0.6673], [-0.3522, -0.5424, -0.4327], [0.4787, -0.4896, -0.1817], [-0.0469, -0.4603, -0.0512], [0.0470, -0.8790, -0.8770], [-0.2059, 0.0020, -0.2619], [-0.3755, -0.1214, 0.4380], [0.0532, -0.1633, 0.5312], [0.0422, 0.4198, 0.7860], [0.1639, 0.0327, 0.2673], [-0.0718, 0.4140, -0.3827], [-0.3655, 0.4330, -1.0683], [-0.3772, 0.2660, -0.0951], [0.0169, 0.2061, -0.4359], [0.0147, -0.2127, 0.5645], [0.0129, 0.0799, -0.3308], [-0.0113, 0.0147, 0.0385], [0.0821, 0.3593, -0.0450], [0.0227, 0.1856, 0.3375], [0.2309, 0.5483, 0.2620], [-1.4838, 1.1635, 0.9683]],
  "lowdin_charge": [0.675, -0.062, -0.239, -0.018, -0.172, -0.136, -0.197, -0.146, -0.051, -0.094, -0.102, -0.099, -0.022, -0.037, -0.409, -0.178, -0.024, -0.191, 0.070, -0.259, -0.517, 1.233, -0.547, -0.145, -0.093, -0.120, -0.090, -0.138, -0.139, -0.023, -0.107, -0.127, -0.089, -0.033, 0.066, 0.069, 0.075, 0.114, 0.125, 0.096, 0.100, 0.100, 0.097, 0.092, 0.113, 0.089, 0.030, 0.040, 0.074, 0.101, 0.102, 0.115, 0.063, 0.122, 0.110, 0.099, 0.110, 0.122, 0.665, -0.558, -0.147, -0.633, 0.670, -0.190, -0.071, -0.033, -0.135, 0.050, -0.133, -0.469, -0.075, 0.096, 0.070, 0.127, 0.126, -0.242, -0.011, -0.008, 0.010, -0.042, 0.250, -0.178, -0.193, 0.501, 0.371, -0.238, -0.210, -0.240, 0.396, -0.257, -0.217, -0.223, 0.083, 0.099, 0.085, -0.002, -0.011, 0.017, 0.029, -0.003, -0.023, 0.025, 0.049, 0.011, 0.005, -0.011, 0.014, 0.032, 0.023, 0.008, 0.027, 0.026, 0.000, 0.007, 0.009, 0.018, 0.024, 0.042, -0.010],
  "lumo_ev": [2.08, 1.97],
  "molar_mass_g_mol": 1080.8,
  "multiplicity": 5,
  "charge": -1,
  "s2": 6.048,
  "e_tot_ev": -161317.9383,
  "gap_ha": [0.225, 0.250],
  "relative_energy_kcal_mol": 12.8
}